14
Properties=species:S:1:pos:R:3:lowdin_charge:R:1 method="wB97M-V/def2-TZVPD" lumo_ev=0.518 smiles="C[C@@H](C=O)NC=O"
C -0.537 -1.460 -1.169 -0.36
N 0.534 -0.878 -0.517 0.04
C -0.238 1.420 -0.335 -0.05
C 0.495 0.276 0.328 -0.38
C 0.104 -0.008 1.707 -0.25
O 0.092 -1.082 2.217 0.10
O -0.394 -2.350 -1.965 0.03
H -1.565 -0.988 -0.915 0.16
H 1.280 -1.609 -0.336 0.18
H -1.242 1.330 -0.384 0.03
H 0.155 1.504 -1.431 0.14
H -0.014 2.291 0.253 0.08
H 1.554 0.744 0.335 0.18
H -0.224 0.812 2.212 0.10

14
Properties=species:S:1:pos:R:3:lowdin_charge:R:1 method="wB97M-V/def2-TZVPD" s2=0.773 multiplicity=2 charge=+1 lumo_ev="-7.320 / -7.589"
C 1.753 -0.246 0.305 -0.19
N 0.627 0.523 -0.188 -0.07
C 0.885 1.770 -0.945 0.05
C -0.470 -0.143 -0.302 0.00
C -1.701 -0.081 0.476 -0.20
O -2.742 -0.597 0.228 0.17
O 1.616 -1.322 0.769 0.17
H 2.692 0.319 0.294 0.16
H 0.259 2.568 -0.543 0.12
H 0.642 1.621 -1.992 0.11
H 1.928 2.039 -0.842 0.10
H -0.722 -1.550 -1.777 0.30
H -0.414 -1.101 -1.167 0.09
H -1.528 0.444 1.433 0.17

15
Properties=species:S:1:pos:R:3:lowdin_charge:R:1 method="wB97M-V/def2-TZVPD" lumo_ev=-0.574
C 1.427 -0.454 -1.316 -0.14
C 0.068 0.284 0.215 -0.45
C -1.145 -0.466 0.412 -0.16
C 0.540 1.222 1.117 -0.75
H 1.530 -0.636 -2.513 0.13
H 2.378 0.193 -1.090 0.09
H 1.168 -1.435 -0.927 0.09
H -1.248 -0.714 1.648 0.18
H -2.883 -0.957 -0.142 0.09
H -1.753 -0.077 -1.602 0.32
H -0.307 0.340 2.752 0.08
N -1.922 -0.978 -0.519 0.05
O 0.314 0.326 -1.102 -0.20
O -0.050 1.187 2.381 -0.04
S 1.884 2.165 0.686 0.69

15
Properties=species:S:1:pos:R:3:lowdin_charge:R:1 method="wB97M-V/def2-TZVPD" lumo_ev=0.628 smiles="N[C@H]1CO[C@@H]1C(=O)S"
C 0.645 0.275 -0.459 -0.30
C 0.736 -1.204 -0.044 -0.11
C -0.459 0.396 0.684 -0.18
C -1.982 0.849 0.158 -0.62
H 2.490 0.985 0.362 0.05
H 2.517 0.956 -1.252 0.11
H 0.360 0.300 -1.529 0.15
H 0.352 -2.017 -0.653 0.11
H 1.675 -1.575 0.448 0.13
H -0.188 0.967 1.602 0.16
H -2.326 -1.460 0.249 -0.09
N 1.882 1.009 -0.412 0.03
O -0.340 -1.024 0.955 -0.18
O -2.239 2.046 0.309 -0.01
S -3.123 -0.502 -0.420 0.75

15
Properties=species:S:1:pos:R:3:lowdin_charge:R:1 method="wB97M-V/def2-TZVPD" lumo_ev=0.694 smiles="C=C1CCNS1(=O)=O"
C -0.261 -0.953 -0.201 -0.23
C -0.507 -2.162 -0.559 0.04
C -1.087 0.101 0.384 -0.20
C -0.482 1.471 -0.041 -0.23
N 0.986 1.519 0.053 -0.15
O 2.163 -0.325 1.238 -0.30
O 2.413 -0.175 -1.176 -0.29
S 1.621 -0.055 -0.031 0.64
H 0.218 -2.902 -0.965 0.10
H -1.480 -2.432 -0.642 0.04
H -2.112 0.124 0.104 0.12
H -1.016 0.024 1.407 0.10
H -0.950 1.629 -1.085 0.14
H -0.941 2.136 0.613 0.09
H 1.436 2.002 0.902 0.15

15
Properties=species:S:1:pos:R:3:lowdin_charge:R:1 method="wB97M-V/def2-TZVPD" lumo_ev=0.694 smiles="O=C1N[C@H](CO)[C@H]1S"
C -1.289 -1.156 0.405 -0.22
C 0.021 -0.396 0.577 -0.31
C 1.228 0.595 -0.805 -0.50
C 0.054 1.052 0.058 -0.52
H -1.099 -1.314 -1.502 0.08
H -2.054 -0.738 1.082 0.13
H -1.150 -2.241 0.665 0.13
H 0.417 -0.478 1.621 0.15
H 1.726 -1.464 -0.416 0.16
H -0.820 1.328 -0.496 0.10
H 1.203 3.072 0.380 -0.11
N 1.021 -0.727 -0.446 0.12
O -1.797 -1.021 -0.911 -0.06
O 2.051 1.153 -1.481 0.09
S 0.486 2.335 1.267 0.77

15
Properties=species:S:1:pos:R:3:lowdin_charge:R:1 method="wB97M-V/def2-TZVPD" lumo_ev=0.522 smiles="O=CN[C@H](C=O)CS"
O -2.149 1.338 -1.229 0.04
C -1.813 0.214 -1.505 -0.35
N -0.829 -0.499 -0.870 0.05
C 0.058 0.154 0.064 -0.36
C 0.260 -0.706 1.289 -0.49
S 1.479 -0.026 2.516 0.71
C 1.405 0.430 -0.659 -0.22
O 2.084 1.371 -0.389 0.07
H -2.341 -0.292 -2.332 0.13
H -0.639 -1.453 -1.162 0.14
H -0.388 1.078 0.426 0.15
H 0.542 -1.752 1.134 0.08
H -0.669 -0.823 1.851 0.07
H 1.314 1.280 2.279 -0.14
H 1.685 -0.315 -1.415 0.13

16
Properties=species:S:1:pos:R:3:lowdin_charge:R:1 method="wB97M-V/def2-TZVPD" lumo_ev="-0.379 / -0.684"
C -0.552 -0.619 0.660 -0.63
C 0.258 1.018 -1.769 -0.25
C -0.211 1.532 -0.328 -0.20
C -0.003 -0.420 -1.946 -0.42
N 0.019 0.587 0.701 -0.09
O 1.536 -1.069 2.090 -0.47
O -0.595 -2.077 2.836 -0.30
S -1.314 -1.022 -0.925 0.81
S 0.458 -1.883 1.571 0.90
H -0.317 1.634 -2.463 0.10
H 1.320 1.232 -1.918 0.10
H 0.289 2.471 -0.096 0.12
H -1.289 1.689 -0.412 0.11
H 0.866 -1.070 -1.868 0.04
H 0.877 0.630 1.257 0.13
H -1.341 -2.632 2.609 0.05

15
Properties=species:S:1:pos:R:3:lowdin_charge:R:1 method="wB97M-V/def2-TZVPD" lumo_ev="-1.109 / -0.271" smiles="N/C=C(/O)C(=O)CO"
C 0.991 0.165 -1.166 -0.17
C -0.798 0.249 -0.900 -0.32
C -1.037 0.311 0.483 -0.29
N 0.793 -0.626 1.820 0.15
C 0.116 0.405 1.256 -0.11
O -2.308 0.514 1.013 0.04
O 1.120 -0.838 -2.147 -0.10
O -1.497 0.033 -1.867 0.05
H -2.933 0.088 0.400 0.11
H 0.345 -0.776 -2.731 0.08
H 0.547 -1.568 1.542 0.13
H 1.374 -0.463 2.633 0.12
H 1.812 -0.007 -0.476 0.09
H 1.142 1.158 -1.602 0.10
H 0.332 1.354 1.743 0.13

15
Properties=species:S:1:pos:R:3:lowdin_charge:R:1 method="wB97M-V/def2-TZVPD" lumo_ev=0.134 smiles="C=C1CC1=O.ONO"
C -1.231 0.163 -1.181 0.00
N 1.361 0.658 0.050 -0.18
C -0.872 1.038 -0.026 -0.39
C -1.202 -0.334 0.231 -0.22
C -1.261 -1.381 1.032 0.07
O 1.799 -0.203 1.065 -0.01
O 1.911 0.305 -1.184 -0.02
O -0.777 2.184 0.385 0.05
H 2.879 0.278 -1.115 0.10
H 1.089 -0.863 1.164 0.07
H -2.193 0.282 -1.663 0.11
H -0.439 -0.135 -1.857 0.10
H 1.495 1.665 0.343 0.17
H -1.415 -2.382 0.654 0.07
H -1.143 -1.275 2.102 0.07

Repeat the ninth record exactly.
15
Properties=species:S:1:pos:R:3:lowdin_charge:R:1 method="wB97M-V/def2-TZVPD" lumo_ev="-1.109 / -0.271" smiles="N/C=C(/O)C(=O)CO"
C 0.991 0.165 -1.166 -0.17
C -0.798 0.249 -0.900 -0.32
C -1.037 0.311 0.483 -0.29
N 0.793 -0.626 1.820 0.15
C 0.116 0.405 1.256 -0.11
O -2.308 0.514 1.013 0.04
O 1.120 -0.838 -2.147 -0.10
O -1.497 0.033 -1.867 0.05
H -2.933 0.088 0.400 0.11
H 0.345 -0.776 -2.731 0.08
H 0.547 -1.568 1.542 0.13
H 1.374 -0.463 2.633 0.12
H 1.812 -0.007 -0.476 0.09
H 1.142 1.158 -1.602 0.10
H 0.332 1.354 1.743 0.13